1.
Formula: C13H20F8O5S2
Source: the Open Molecules 2025 dataset
Level of theory: ωB97M-V with the def2-TZVPD basis set

```
48
Properties=species:S:1:pos:R:3:nbo_charge:R:1
C -12.8259 -10.7696 -8.2352 -0.416
C -11.3331 -11.0545 -8.4282 -0.442
C -10.7256 -11.6441 -7.2007 -0.629
S -12.1813 -12.4541 -6.3464 2.125
O -11.9699 -12.4209 -4.9351 -0.927
O -12.7980 -13.6334 -7.0200 -0.929
C -13.2747 -11.1019 -6.7972 -0.664
H -13.4197 -11.2284 -9.0258 0.223
H -13.1050 -9.7452 -8.4820 0.217
H -10.6731 -10.2937 -8.8449 0.215
H -11.3669 -11.7774 -9.2433 0.211
H -10.3252 -10.8248 -6.6036 0.235
H -9.8470 -12.2801 -7.3080 0.265
H -12.9849 -10.2556 -6.1745 0.226
H -14.2930 -11.3626 -6.5085 0.259
C -6.9955 -10.9516 -8.9272 -0.414
C -6.6806 -12.3775 -9.2996 -0.421
C -7.5538 -13.2391 -8.4529 -0.633
S -7.5198 -12.5042 -6.7663 2.071
O -6.2660 -12.8734 -6.0100 -0.922
O -8.7693 -12.2970 -6.0461 -0.914
C -7.1000 -10.8531 -7.3991 -0.662
H -7.9250 -10.7974 -9.4752 0.213
H -6.2371 -10.2282 -9.2265 0.233
H -5.6146 -12.6014 -9.2598 0.195
H -6.9680 -12.5385 -10.3386 0.248
H -7.1292 -14.2430 -8.4455 0.270
H -8.5838 -13.2589 -8.8091 0.244
H -6.1778 -10.7492 -6.8275 0.266
H -7.9946 -10.2960 -7.1208 0.243
C -4.1267 -12.6973 -11.0712 -0.144
C -4.4824 -14.2500 -10.8697 0.628
C -4.0450 -14.9175 -12.2144 0.498
F -2.7984 -14.6299 -12.7413 -0.341
F -4.0865 -16.2576 -12.3514 -0.320
F -3.8057 -14.8488 -9.9371 -0.296
F -5.7953 -14.5537 -10.6772 -0.321
O -4.7894 -12.2894 -12.2906 -0.508
C -5.5406 -11.0406 -12.1664 0.856
C -5.6037 -10.3983 -13.5231 0.497
F -6.1023 -9.1800 -13.6660 -0.305
F -4.4214 -10.4346 -14.1247 -0.307
F -6.8468 -11.1664 -11.7050 -0.326
F -4.9022 -10.1278 -11.3108 -0.334
H -3.0525 -12.5235 -11.1337 0.234
H -4.3961 -12.1640 -10.1595 0.219
H -4.7076 -14.6071 -13.0223 0.142
H -6.3302 -10.9227 -14.1439 0.142
```

Output
structure (SMILES) = FC(F)C(F)(F)COC(F)(F)C(F)F.O=S1(=O)CCCC1.O=S1(=O)CCCC1
net charge = 0

2.
Formula: C13H20N2O
Source: the Open Molecules 2025 dataset
Level of theory: ωB97M-V with the def2-TZVPD basis set

```
36
Properties=species:S:1:pos:R:3:nbo_charge:R:1
C -0.7129 1.3483 2.1603 -0.599
H -1.6679 1.4543 1.6523 0.214
H -0.8476 1.5213 3.2245 0.221
H -0.0165 2.0889 1.7744 0.221
C -0.1478 -0.0605 1.9468 0.196
C 0.0771 -0.2858 0.5206 -0.063
C 0.2951 -0.5083 -0.6390 -0.014
C 0.4825 -0.7340 -2.0669 -0.287
N -0.4354 -0.0361 -2.9503 -0.422
C -0.3754 1.4138 -2.8904 -0.228
C -1.4200 1.8743 -1.8526 -0.432
H -0.9433 2.0495 -0.8893 0.210
H -1.9049 2.7964 -2.1679 0.211
C -2.4068 0.7003 -1.7661 -0.430
H -3.4177 0.9920 -2.0454 0.211
H -2.4346 0.2922 -0.7563 0.207
C -1.8405 -0.3454 -2.7501 -0.229
H -2.3366 -0.2483 -3.7213 0.194
H -1.9696 -1.3682 -2.3973 0.203
H -0.6456 1.7909 -3.8822 0.194
H 0.6321 1.7558 -2.6551 0.202
H 0.3823 -1.8070 -2.2683 0.226
H 1.5002 -0.4355 -2.3445 0.225
C -1.1330 -1.1186 2.4708 -0.616
H -2.0758 -1.0492 1.9342 0.217
H -0.7314 -2.1208 2.3344 0.215
H -1.3095 -0.9537 3.5310 0.218
O 1.0698 -0.0993 2.7036 -0.530
C 1.9999 -1.1010 2.3876 -0.045
H 2.4224 -1.4516 3.3360 0.196
C 3.1335 -0.5447 1.4995 -0.546
C 4.0806 -1.5732 1.1707 0.286
N 4.8212 -2.4051 0.9121 -0.326
H 3.6441 0.2640 2.0287 0.252
H 2.7051 -0.1461 0.5757 0.262
H 1.5267 -1.9496 1.8798 0.186
```

Output
structure (SMILES) = CC(C)(C#CCN1CCCC1)OCCC#N
net charge = 0
energy relative to the best compared isomer or geometry (same formula, charge and spin) = 3.677 eV

3.
Formula: C13H20N2O2Rb
Source: the Open Molecules 2025 dataset
Level of theory: ωB97M-V with the def2-TZVPD basis set

```
38
Properties=species:S:1:pos:R:3:mulliken_charge:R:1
C -3.0346 0.4711 0.6220 -0.796
C -3.0816 1.8978 -0.0330 -0.487
C -1.8223 2.7118 0.4112 -1.089
C -0.4520 2.0033 0.1550 -0.041
C -0.3571 1.3145 -1.2600 -0.687
C 1.0436 0.6902 -1.5419 -1.053
C 1.2876 -0.7546 -0.9692 1.914
C 0.0423 -1.5682 -0.7034 -0.683
N -0.9433 -2.0761 -0.5163 -0.486
C 2.0842 -1.5387 -2.1144 -0.635
C 1.1519 -1.7877 -3.2933 0.013
N 0.5956 -1.9781 -4.2432 -0.363
C 2.2813 -0.7349 0.2634 -0.918
C 1.5398 -0.8279 1.6779 0.030
O 1.5762 -2.1700 2.2998 -0.788
C 0.4925 -2.1274 3.2902 0.209
O -0.4929 -2.8007 3.1843 -0.340
H -3.9737 0.2541 1.1831 0.358
H -2.2080 0.3247 1.3480 0.107
H -2.9626 -0.3307 -0.1457 0.205
H -4.0388 2.4217 0.1642 0.412
H -3.0457 1.7484 -1.1381 0.282
H -1.9140 2.8490 1.5167 0.347
H -1.8722 3.7260 -0.0394 0.347
H -0.1796 1.3204 0.9854 -0.103
H 0.3225 2.8091 0.1221 0.437
H -1.2152 0.6437 -1.4670 0.321
H -0.4693 2.1602 -1.9820 0.397
H 1.2405 0.7725 -2.6318 0.518
H 1.7891 1.3604 -1.0498 0.265
H 2.8479 -0.8134 -2.4748 0.392
H 2.5408 -2.4785 -1.7560 0.439
H 3.0162 0.0891 0.2099 0.462
H 2.9049 -1.6926 0.1361 0.070
H 0.4760 -0.5210 1.6785 0.174
H 2.0633 -0.1136 2.3579 0.468
H 0.5233 -1.4281 4.1599 0.460
Rb 2.2436 -3.8257 1.5936 0.844
```

Output
net charge = +1

4.
Formula: C13H20N2O4
Source: the Open Molecules 2025 dataset
Level of theory: ωB97M-V with the def2-TZVPD basis set

```
39
Properties=species:S:1:pos:R:3:nbo_charge:R:1
C -5.5044 -0.6697 0.7374 -0.619
C -4.9234 -0.5214 -0.6640 -0.397
C -3.9016 -1.6051 -1.0138 -0.414
C -2.6387 -1.5544 -0.1557 -0.086
H -1.9420 -2.3420 -0.4552 0.195
H -2.8776 -1.6619 0.9055 0.209
O -1.9442 -0.3214 -0.3514 -0.490
C -1.9347 0.5508 0.6491 0.783
O -2.4625 0.4020 1.7187 -0.573
C -1.1480 1.7545 0.2634 0.061
C 0.1921 1.8011 -0.0880 -0.034
N 0.4526 3.1250 -0.3359 -0.486
C -0.6983 3.7950 -0.1350 0.191
N -1.6718 3.0020 0.2272 -0.427
H -0.7992 4.8547 -0.2597 0.204
H 1.3530 3.4857 -0.6093 0.437
C 1.2048 0.7524 -0.1605 0.772
O 1.0307 -0.4050 0.1214 -0.578
O 2.3767 1.2605 -0.5936 -0.523
C 3.4706 0.3468 -0.6890 -0.076
C 4.1463 0.1507 0.6661 -0.424
C 5.4467 -0.6443 0.5636 -0.391
C 5.2320 -2.0860 0.1181 -0.609
H 6.1658 -2.6401 0.1778 0.212
H 4.8774 -2.1312 -0.9082 0.199
H 4.5007 -2.5750 0.7571 0.208
H 6.1246 -0.1431 -0.1315 0.193
H 5.9220 -0.6443 1.5467 0.207
H 3.4508 -0.3640 1.3320 0.217
H 4.3568 1.1359 1.0902 0.206
H 3.0966 -0.6059 -1.0737 0.203
H 4.1580 0.7989 -1.4077 0.188
H -3.6106 -1.4954 -2.0606 0.207
H -4.3520 -2.5914 -0.8858 0.205
H -5.7324 -0.5718 -1.3970 0.201
H -4.4548 0.4607 -0.7585 0.202
H -4.7504 -0.4689 1.4935 0.226
H -6.3158 0.0400 0.8800 0.210
H -5.8958 -1.6743 0.8864 0.194
```

Output
structure (SMILES) = CCCCOC(=O)c1nc[nH]c1C(=O)OCCCC
net charge = 0
energy relative to the best compared isomer or geometry (same formula, charge and spin) = 0.424 eV

5.
Formula: C13H20N2O6
Source: the Open Molecules 2025 dataset
Level of theory: ωB97M-V with the def2-TZVPD basis set

```
41
Properties=species:S:1:pos:R:3:nbo_charge:R:1
C 3.1715 2.6749 -1.2182 -0.153
C 2.7114 3.3163 -2.5225 0.776
C 1.9744 2.5884 -0.2462 -0.408
C 2.2186 1.6562 0.9161 -0.075
C 1.5964 0.4105 0.9622 -0.175
C 3.0788 1.9999 1.9653 -0.164
C 1.8166 -0.4735 2.0160 -0.304
C 3.3074 1.1317 3.0220 -0.274
C 2.6746 -0.1112 3.0500 0.308
C -3.4936 -2.2770 -1.4232 -0.189
C -3.9879 -3.7096 -1.3857 0.798
C -2.9392 -1.9047 -0.0194 0.103
C -3.9801 -2.0354 1.0900 -0.649
H 5.1264 3.2309 -1.1419 0.364
H 4.0873 4.3967 -0.7144 0.370
H 3.4934 1.6518 -1.4467 0.221
H 1.0915 2.2531 -0.8016 0.221
H 1.7608 3.6050 0.1113 0.214
H 0.9198 0.1181 0.1621 0.210
H 3.5889 2.9578 1.9363 0.227
H 1.3154 -1.4406 2.0324 0.215
H 3.9736 1.3964 3.8371 0.223
H 2.4309 -1.7428 4.0062 0.478
H 1.6316 3.0216 -4.0184 0.496
H -5.3523 -1.4148 -1.4520 0.364
H -4.1416 -0.4242 -1.9498 0.363
H -2.6226 -2.2847 -2.0910 0.232
H -2.6248 -0.8559 -0.0878 0.175
H -1.9896 -3.5711 0.1226 0.490
H -3.5517 -1.6930 2.0358 0.230
H -4.8752 -1.4377 0.8812 0.206
H -4.2805 -3.0822 1.2191 0.209
H -5.4208 -4.8368 -1.7366 0.500
N 4.2746 3.4001 -0.6148 -0.818
N -4.4868 -1.3791 -1.9799 -0.815
O 3.0135 4.4268 -2.8911 -0.604
O 2.9316 -0.9253 4.1134 -0.666
O 1.8909 2.5159 -3.2304 -0.683
O -3.3309 -4.6292 -0.9349 -0.631
O -1.7713 -2.6358 0.2708 -0.725
O -5.2310 -3.8875 -1.8437 -0.661
```

Output
structure (SMILES) = N[C@@H](Cc1ccc(O)cc1)C(=O)O.C[C@@H](O)[C@H](N)C(=O)O
net charge = 0
energy relative to the best compared isomer or geometry (same formula, charge and spin) = 0.198 eV

6.
Formula: C13H20N3O7
Source: the Open Molecules 2025 dataset
Level of theory: ωB97M-V with the def2-TZVPD basis set

```
43
Properties=species:S:1:pos:R:3:nbo_charge:R:1
O -2.8565 1.6783 0.9986 -0.649
O 0.2268 -4.3660 1.0291 -0.737
O 0.8450 4.1117 -2.5540 -0.626
O 4.2221 0.7296 -0.3968 -0.677
O 0.5280 1.2441 2.6925 -0.687
O 0.2755 -2.3146 0.1412 -0.846
O -0.4358 5.2416 -1.0927 -0.679
C -2.8996 1.4190 2.1914 0.677
C 0.2845 -3.1200 1.1024 0.777
C 0.3107 4.1727 -1.4370 0.803
C 3.1184 0.1906 -0.2794 0.660
C 0.1594 0.4491 1.8275 0.685
N 2.8646 -1.0525 -0.6201 -0.614
N 0.7781 0.3186 0.6693 -0.638
N -2.1672 0.4224 2.7274 -0.591
C -3.7207 2.2314 3.1331 -0.705
C 3.8180 -1.9298 -1.2801 -0.410
C 0.5306 3.1155 -0.3395 -0.518
C 0.3604 -2.4943 2.5192 -0.516
C 1.4943 2.0299 -0.8372 -0.380
C -0.9058 -1.6559 2.8831 -0.377
C 1.9671 1.0507 0.2531 -0.123
C -1.1375 -0.3823 2.0456 -0.138
H -0.4771 5.8166 -1.8571 0.489
H 1.8918 -1.3924 -0.5051 0.446
H 0.4728 -0.4573 0.0772 0.447
H -2.2136 0.3966 3.7302 0.384
H -4.1458 1.6166 3.9071 0.209
H -3.0505 2.9620 3.5750 0.235
H -4.5194 2.7251 2.5550 0.236
H 3.2739 -2.8522 -1.6028 0.216
H 4.6089 -2.1968 -0.5720 0.200
H 4.1955 -1.3999 -2.1430 0.201
H 1.0056 3.6097 0.4946 0.235
H -0.4164 2.7042 -0.0348 0.261
H 1.2417 -1.8632 2.5278 0.204
H 0.4738 -3.3044 3.2622 0.215
H 1.0521 1.4559 -1.6536 0.211
H 2.3981 2.5409 -1.1578 0.229
H -0.8421 -1.3653 3.9427 0.189
H -1.8087 -2.3103 2.8004 0.211
H 2.3723 1.5761 1.1346 0.246
H -1.5276 -0.7099 1.0670 0.245
```

Output
structure (SMILES) = CNC(=O)[C@@H](CCC(=O)O)NC(=O)[C@@H](CCC(=O)[O-])NC(C)=O
net charge = -1
energy relative to the best compared isomer or geometry (same formula, charge and spin) = 0.196 eV

The HOMO results, record by record, are as follows: -9.943, -8.818, -13.306, -9.376, -8.298, -5.331 eV.
The max |F| results, record by record, are as follows: 4.30, 0.95, 13.76, 1.02, 0.52, 2.56 eV/Å.
The frontier orbital gap results, record by record, are as follows: 10.07, 9.50, 9.73, 9.97, 8.75, 8.00 eV.